(1)
The following is a DFT calculation (ωB97M-V with the def2-TZVPD basis set) of a cluster of 2 separate species, C27H51BrClFN3O7S in total.

```
92
Properties=species:S:1:pos:R:3:mulliken_charge:R:1
C 3.922 -2.456 -0.349 -0.964
C 3.148 -2.364 -1.772 -0.084
O 2.212 -3.458 -1.963 -0.389
C 1.884 -3.633 -3.360 -0.748
C 0.399 -4.255 -3.585 -0.530
C -0.546 -3.022 -3.995 -0.239
C -2.106 -3.239 -3.700 -0.165
C -2.887 -1.984 -3.125 -1.162
N -2.290 -1.232 -2.022 0.402
C -1.625 0.014 -2.358 -0.767
N -1.066 0.250 -3.562 0.017
Cl -0.203 1.686 -3.967 0.022
N -1.514 0.982 -1.289 1.158
C -2.257 2.237 -1.480 -0.897
C -1.201 3.471 -1.281 0.275
C -1.299 4.558 -2.491 -0.823
C 0.136 5.024 -3.035 -0.518
O 1.169 5.016 -2.022 -0.480
C -1.453 0.410 0.067 0.904
C -2.806 0.401 0.932 -0.946
C -2.542 1.251 2.303 -0.556
C -2.698 2.835 2.125 -0.323
C -1.500 3.544 2.932 -0.618
O -0.678 4.446 2.131 -0.393
C 0.607 3.814 1.969 0.489
O 1.601 4.078 2.668 -0.519
C -0.773 -1.069 0.052 -0.674
O 0.592 -1.012 -0.501 -0.360
C -0.545 -1.685 1.512 -1.042
C 0.903 -1.387 2.149 0.818
C 1.247 0.155 2.355 -0.237
F 0.857 -1.974 3.488 -0.430
C -1.652 -2.011 -0.937 1.293
C -2.771 -2.891 -0.219 -0.917
C -2.399 -4.466 -0.372 0.155
O -1.293 -4.915 -0.037 -0.432
Br -3.804 -5.688 -1.131 -0.134
H 3.430 -3.236 0.331 0.212
H 3.862 -1.450 0.212 0.231
H 5.031 -2.688 -0.459 0.356
H 3.966 -2.319 -2.573 0.441
H 2.636 -1.336 -1.785 0.093
H 1.881 -2.575 -3.829 0.338
H 2.688 -4.212 -3.953 0.341
H 0.033 -4.846 -2.682 0.283
H 0.499 -4.931 -4.512 0.460
H -0.351 -2.728 -5.083 0.434
H -0.193 -2.129 -3.347 -0.198
H -2.594 -3.502 -4.715 0.439
H -2.199 -4.204 -3.082 -0.010
H -3.940 -2.346 -2.815 0.446
H -3.088 -1.268 -4.011 0.616
H -1.104 -0.437 -4.339 0.313
H -2.543 2.300 -2.600 0.505
H -3.221 2.394 -0.910 0.305
H -0.162 3.001 -1.245 0.186
H -1.387 4.062 -0.327 0.067
H -1.795 5.501 -2.046 0.406
H -1.974 4.222 -3.344 0.302
H 0.023 6.103 -3.413 0.297
H 0.430 4.389 -3.941 0.199
H 1.940 4.578 -2.438 0.302
H -0.697 1.050 0.666 -0.683
H -3.063 -0.655 1.323 0.125
H -3.742 0.743 0.378 0.459
H -3.321 0.861 3.049 0.518
H -1.524 0.901 2.678 -0.005
H -3.667 3.131 2.680 0.495
H -2.828 3.198 1.056 0.081
H -0.775 2.783 3.416 0.208
H -1.904 4.166 3.810 0.366
H 0.743 3.019 1.156 0.165
H 0.921 -1.945 -0.529 0.298
H -1.325 -1.418 2.294 0.302
H -0.592 -2.836 1.396 0.354
H 1.750 -1.921 1.608 -0.201
H 2.338 0.198 2.759 0.268
H 1.300 0.664 1.321 -0.103
H 0.584 0.707 3.096 0.024
H -0.867 -2.764 -1.335 -0.193
H -3.825 -2.806 -0.681 0.649
H -2.922 -2.737 0.895 0.302
C 3.239 0.677 6.192 -0.853
S 4.292 1.532 4.999 0.609
O 4.774 0.513 4.016 -0.633
C 5.646 1.859 6.148 -1.000
H 2.336 0.343 5.678 0.205
H 3.764 -0.189 6.600 0.329
H 2.966 1.364 6.994 0.367
H 6.022 0.920 6.559 0.322
H 5.294 2.507 6.952 0.361
H 6.446 2.361 5.603 0.322
```

HOMO level: -10.4072 eV
Total charge: +1
Gap between HOMO and LUMO: 6.68 eV
Max |F|: 0.0941 Eh/bohr
Electronic energy: -5282.0421 Eh

(2)
The following is a DFT calculation (ωB97M-V with the def2-TZVPD basis set) of a cluster of 7 separate species, C27H51ClN7O11P in total.

```
98
Properties=species:S:1:pos:R:3:mulliken_charge:R:1
N 2.674 -1.192 -1.528 -0.391
P 3.189 -0.242 -2.732 0.701
O 4.217 0.975 -2.029 -0.526
O 4.162 -1.162 -3.846 -0.556
C 1.814 0.661 -3.701 0.351
C 0.237 0.298 -3.445 0.288
C -0.414 0.846 -2.005 -0.162
C -2.012 0.594 -1.630 -0.562
C -2.951 -0.216 -2.733 -0.262
C -2.322 -0.791 -4.167 -0.343
C -0.712 -0.530 -4.531 -0.252
O 2.287 0.496 -5.116 -0.317
C 3.253 1.599 -5.243 0.455
O 4.318 1.781 -6.027 -0.542
O 3.044 2.718 -4.274 -0.288
C 1.772 2.331 -3.641 -0.033
Cl 0.533 2.667 -5.027 -0.157
H 3.050 -0.851 -0.598 0.178
H 3.626 1.672 -1.618 0.350
H 4.757 -1.823 -3.373 0.355
H 0.295 1.434 -1.267 0.069
H -2.446 1.016 -0.628 0.307
H -4.091 -0.346 -2.447 0.269
H -2.992 -1.355 -4.960 0.308
H -0.279 -0.909 -5.561 0.294
H 1.459 2.822 -2.620 0.469
C 2.157 -2.016 4.105 -0.396
N 2.310 -1.381 2.817 0.047
C 2.101 -0.073 2.492 0.592
C 1.654 0.860 3.584 -0.853
O 2.278 0.308 1.338 -0.585
H 3.120 -2.449 4.387 0.215
H 1.419 -2.816 4.004 0.299
H 1.833 -1.318 4.879 -0.028
H 2.608 -1.949 2.033 0.120
H 1.529 1.867 3.177 0.320
H 0.694 0.529 3.990 0.256
H 2.408 0.899 4.375 0.032
C -6.794 1.688 -6.019 -0.851
N -5.868 0.778 -5.384 -0.055
C -6.050 -0.543 -5.095 0.830
C -7.365 -1.170 -5.468 -1.440
O -5.152 -1.179 -4.547 -0.607
H -6.321 2.075 -6.925 0.248
H -6.983 2.515 -5.330 0.253
H -7.738 1.208 -6.279 0.387
H -4.961 1.132 -5.105 0.179
H -7.363 -2.224 -5.176 0.303
H -8.181 -0.668 -4.942 0.376
H -7.514 -1.111 -6.549 0.379
C 5.913 1.555 7.015 -0.921
N 4.486 1.394 6.868 -0.175
C 3.747 0.256 7.013 0.831
C 4.473 -1.012 7.371 -1.453
O 2.530 0.291 6.851 -0.576
H 6.092 2.295 7.800 0.296
H 6.312 1.932 6.069 0.303
H 6.415 0.622 7.274 0.349
H 3.932 2.207 6.627 0.270
H 3.755 -1.833 7.452 0.284
H 5.197 -1.262 6.591 0.358
H 4.976 -0.896 8.334 0.437
C 2.189 -5.789 -0.879 -0.915
N 1.947 -4.778 0.123 -0.102
C 1.947 -4.919 1.480 0.781
C 2.231 -6.284 2.045 -1.388
O 1.720 -3.948 2.198 -0.587
H 3.046 -5.474 -1.480 0.284
H 1.306 -5.852 -1.519 0.305
H 2.392 -6.769 -0.443 0.347
H 1.749 -3.833 -0.185 0.169
H 2.197 -6.242 3.137 0.287
H 1.474 -6.995 1.703 0.379
H 3.228 -6.614 1.743 0.375
C -1.610 6.298 -5.558 -0.888
N -2.324 5.053 -5.713 -0.004
C -3.590 4.861 -6.185 0.830
C -4.374 6.072 -6.608 -1.333
O -4.053 3.725 -6.253 -0.631
H -0.698 6.244 -6.159 0.282
H -1.339 6.405 -4.505 0.275
H -2.200 7.160 -5.871 0.364
H -1.857 4.194 -5.448 0.125
H -5.362 5.764 -6.960 0.257
H -4.506 6.748 -5.758 0.378
H -3.860 6.585 -7.425 0.371
C -0.110 -0.679 7.949 -0.695
N -0.824 -1.924 7.794 -0.107
C -2.090 -2.116 7.322 0.745
C -2.874 -0.904 6.899 -1.077
O -2.553 -3.252 7.254 -0.671
H 0.802 -0.733 7.348 0.188
H 0.161 -0.571 9.002 0.278
H -0.700 0.184 7.636 0.276
H -0.357 -2.783 8.059 0.206
H -3.862 -1.213 6.547 0.284
H -3.006 -0.229 7.749 0.327
H -2.360 -0.392 6.082 0.260
```

HOMO level: -8.2759 eV
SMILES: N=P(O)(O)[C@]1(c2ccccc2)OC(=O)O[C@H]1Cl.CNC(C)=O.CNC(C)=O.CNC(C)=O.CNC(C)=O.CNC(C)=O.CNC(C)=O
Total charge: 0
Gap between HOMO and LUMO: 8.32 eV
Max |F|: 0.1843 Eh/bohr
Electronic energy: -3071.5807 Eh

(3)
The following is a DFT calculation (ωB97M-V with the def2-TZVPD basis set) of a structure of composition C27H51N2OP3STl.

```
86
Properties=species:S:1:pos:R:3:mulliken_charge:R:1
Tl -0.042 3.087 2.668 0.912
P -1.143 -1.964 -0.038 0.846
P 1.142 -1.909 -0.260 0.938
P -0.208 1.453 -3.386 1.330
H -0.447 7.402 2.255 0.274
C -1.029 6.824 1.543 -0.603
C -2.346 6.289 2.085 -0.758
H -2.498 6.451 3.157 0.291
C -1.575 -1.519 1.659 -0.821
C -1.505 -3.730 -0.310 -1.318
C -2.267 -0.963 -1.034 -0.835
C 2.042 -0.343 -0.103 -0.850
C 1.808 -3.047 0.989 -0.982
C 1.447 -2.648 -1.889 -1.184
C -0.621 2.576 -4.758 -1.254
C -0.682 -0.176 -4.042 -0.960
C 1.615 1.452 -3.323 -1.354
H -1.119 7.362 0.595 0.303
H -3.204 6.647 1.490 0.295
H -1.256 -0.486 1.861 0.286
H -1.103 -2.197 2.389 0.038
H -2.665 -1.580 1.785 0.641
H -0.975 -4.364 0.414 0.361
H -1.217 -4.034 -1.327 0.479
H -2.586 -3.893 -0.193 0.462
H -2.101 0.106 -0.846 -0.041
H -3.302 -1.196 -0.743 0.564
H -2.150 -1.155 -2.104 0.422
H 3.065 -0.462 -0.499 0.502
H 2.125 -0.036 0.949 0.417
H 1.540 0.464 -0.653 -0.088
H 2.555 -3.717 0.541 0.656
H 1.021 -3.658 1.451 0.205
H 2.287 -2.478 1.797 0.075
H 2.492 -2.981 -1.948 0.532
H 1.257 -1.923 -2.690 0.247
H 0.801 -3.523 -2.043 0.451
H 0.162 2.505 -5.526 0.450
H -0.683 3.604 -4.375 0.353
H -1.596 2.300 -5.181 0.374
H -0.091 -0.446 -4.924 0.472
H -1.745 -0.155 -4.307 0.416
H -0.532 -0.929 -3.259 -0.160
H 2.022 1.975 -4.201 0.486
H 2.020 0.431 -3.275 0.340
H 1.932 1.988 -2.416 0.304
C -1.940 3.842 -0.543 0.701
C -0.609 4.275 -0.820 -0.114
C 0.098 4.949 0.126 -1.302
C -0.526 5.411 1.376 -0.036
C -1.942 4.871 1.730 0.408
C -2.610 4.212 0.587 -1.318
S -2.731 2.696 -1.641 -0.091
H -1.550 2.270 -2.120 -0.640
H -0.199 4.054 -1.813 0.440
H 1.148 5.225 -0.030 0.481
H 0.230 5.317 2.192 0.219
H -2.051 4.280 2.677 0.510
H -3.626 3.866 0.734 0.442
C -0.210 -5.549 5.276 -1.267
C 1.238 -5.190 5.024 -0.329
N 1.522 -3.765 5.282 0.168
C 2.945 -3.496 5.609 -0.832
C 3.907 -3.604 4.439 -1.040
C 0.831 -2.868 4.509 0.410
O 0.005 -3.237 3.654 -0.640
C 1.045 -1.420 4.790 0.294
C 1.225 -0.937 6.097 -0.316
C 1.181 0.438 6.321 -1.157
C 0.894 1.272 5.239 -0.019
N 0.774 0.808 3.985 -0.065
C 0.857 -0.505 3.752 -0.475
H -0.541 -5.164 6.245 0.321
H -0.302 -6.638 5.279 0.431
H -0.846 -5.144 4.486 0.234
H 1.904 -5.737 5.699 0.504
H 1.506 -5.435 3.982 0.218
H 3.023 -2.505 6.064 0.435
H 3.197 -4.241 6.373 0.568
H 3.803 -2.756 3.752 0.149
H 4.929 -3.588 4.834 0.448
H 3.763 -4.541 3.888 0.297
H 1.408 -1.640 6.904 0.713
H 1.334 0.878 7.303 0.465
H 0.768 2.352 5.360 0.222
H 0.749 -0.838 2.717 0.048
```

HOMO level: -14.7625 eV
Total charge: +3
Gap between HOMO and LUMO: 5.98 eV
Max |F|: 0.0590 Eh/bohr
Electronic energy: -2837.8787 Eh